# 1
A structure of composition C32H31AsLiN2O2SSi. Source: the Open Molecules 2025 dataset; level of theory: wB97M-V/def2-TZVPD.

Its gap between HOMO and LUMO is 6.98 eV. The energy above the lowest of the compared OMol25 structures with the same formula, charge and spin is 0.00 kcal/mol. The value obtained for the total energy is -4429.22004 a.u. For the strongest force on any atom, the calculation gives 0.45 eV Å⁻¹.

```
! wB97M-V def2-TZVPD RIJCOSX def2/J DEFGRID3
* xyz -1 1
Li -0.56886 0.44391 0.60317
O -1.14551 3.15600 -2.10784
C -0.82435 2.42336 -1.16795
O -1.40724 1.39707 -0.71846
C 0.47676 2.79313 -0.42642
C 1.16798 3.96203 -0.72434
C 2.32517 4.24698 -0.02272
C 2.76554 3.35335 0.94517
C 2.01875 2.20841 1.16897
N 0.90010 1.93776 0.50404
H 0.77038 4.60356 -1.49790
H 2.88286 5.15372 -0.22613
H 3.66746 3.53475 1.51460
H 2.32075 1.47127 1.90634
C 1.04239 -4.14743 5.71402
Si -0.03805 -2.81938 4.91932
C -1.72474 -3.58408 4.63986
C -0.13189 -1.40326 6.13882
C 0.76484 -2.34574 3.29296
C 1.93867 -2.95617 2.88068
C 2.51640 -2.65992 1.64645
C 1.85003 -1.75460 0.84494
N 0.72306 -1.14966 1.20110
C 0.17831 -1.39577 2.41172
S -1.25308 -0.49147 2.80344
H 0.60032 -4.45268 6.66665
H 2.05022 -3.77890 5.92261
H 1.13024 -5.04007 5.09007
H -2.15794 -3.92913 5.58317
H -1.64255 -4.44235 3.96740
H -2.39397 -2.85524 4.18363
H -0.60487 -1.74119 7.06597
H -0.70547 -0.57546 5.72529
H 0.87004 -1.04204 6.38594
H 2.42102 -3.68675 3.52212
H 3.43110 -3.12992 1.31139
H 2.22422 -1.50205 -0.14502
C 2.35202 -3.72667 -5.54925
C 0.97749 -3.90249 -5.43205
C 0.25813 -3.16554 -4.50480
C 0.90134 -2.24299 -3.68217
C 2.27482 -2.07350 -3.80646
C 3.00111 -2.81256 -4.73596
As -0.02735 -1.13659 -2.35826
C -1.54877 -0.61545 -3.47415
C -2.70975 -1.36639 -3.61490
C -3.73710 -0.91977 -4.43630
C -3.61271 0.28117 -5.11918
C -2.46021 1.03987 -4.97191
C -1.43603 0.59432 -4.15093
C -0.84490 -2.54563 -1.28904
C -0.27247 -3.80677 -1.16143
C -0.75295 -4.69925 -0.21160
C -1.80396 -4.33738 0.61873
C -2.37584 -3.07847 0.49826
C -1.89636 -2.18648 -0.44946
H 2.91257 -4.30158 -6.27630
H 0.46693 -4.61557 -6.06823
H -0.81374 -3.30338 -4.42110
H 2.78694 -1.35760 -3.17294
H 4.07127 -2.66815 -4.82156
H -2.82185 -2.30354 -3.08403
H -4.64032 -1.51048 -4.53459
H -4.42045 0.63367 -5.74912
H -2.37052 1.99667 -5.47033
H -0.56613 1.22323 -4.00569
H 0.56245 -4.09447 -1.78942
H -0.29046 -5.67434 -0.11261
H -2.16539 -5.02736 1.37159
H -3.16585 -2.76597 1.16822
H -2.33157 -1.19344 -0.50840
*
```

# 2
A structure of composition C32H31F3MoN4O2PS. Source: the Open Molecules 2025 dataset; level of theory: wB97M-V/def2-TZVPD.

Its gap between HOMO and LUMO (alpha / beta) is 5.93 / 6.14 eV. The expectation value of S² is 2.04. The value obtained for the total energy is -2713.93522 a.u. For the strongest force on any atom, the calculation gives 3.78 eV Å⁻¹.

```
! wB97M-V def2-TZVPD RIJCOSX def2/J DEFGRID3
* xyz 3 3
Mo 0.95881 -0.68899 0.43492
C 2.59098 3.50268 -0.64824
O 3.48022 2.37240 -1.12740
C 2.76790 1.28471 -0.93395
N 1.63291 1.30719 -0.26653
C 1.47875 2.78097 0.16656
C 0.19439 3.41439 -0.23643
C -0.35920 4.16320 0.76858
C -1.61502 4.74573 0.60278
C -2.23705 4.71281 -0.63393
C -1.59676 4.05668 -1.71423
C -0.39651 3.38975 -1.50587
C 3.11250 0.01213 -1.65062
C 4.12299 -0.26650 -2.58333
C 4.09925 -1.51941 -3.25175
C 3.03454 -2.34901 -2.97629
C 2.10523 -1.99998 -2.06100
N 2.16877 -0.88908 -1.36616
C 0.87193 -2.73611 -1.76255
N 0.11595 -2.27563 -0.77061
C -1.08486 -3.17026 -0.96395
C -0.46743 -4.46192 -1.48527
O 0.65186 -3.87709 -2.30576
C -2.13593 -2.52845 -1.90923
C -1.70840 -1.67207 -2.92893
C -2.66336 -1.12810 -3.80559
C -4.03876 -1.41563 -3.69463
C -4.42659 -2.32751 -2.69873
C -3.46751 -2.82049 -1.78798
H 2.17351 3.89548 -1.54316
H 3.20266 4.19897 -0.04795
H 1.65207 2.92583 1.21535
H 0.07590 4.29619 1.72689
H -2.13332 5.13413 1.47270
H -3.21152 5.17868 -0.83102
H -2.00890 4.07516 -2.71606
H 0.02019 2.82215 -2.37906
H 4.91089 0.49777 -2.53661
H 4.84910 -1.88422 -3.96058
H 3.03817 -3.28024 -3.61819
H -1.61066 -3.31232 -0.01097
H -1.12320 -5.16472 -2.03583
H 0.11440 -5.00588 -0.71128
H -0.67316 -1.38221 -2.96896
H -2.37753 -0.48909 -4.60891
H -4.70302 -0.94751 -4.32143
H -5.42974 -2.72497 -2.65037
H -3.84546 -3.44560 -0.99583
F 1.44003 -3.27174 4.79285
C 1.54984 -2.08191 5.43323
F 2.57700 -2.11912 6.28379
F 0.42190 -1.86713 6.09095
C 1.79533 -0.97651 4.46520
C 2.46385 0.16264 4.95091
C 2.77146 1.23502 4.10984
C 2.47652 1.07244 2.73685
N 1.77739 0.00876 2.29912
C 1.41559 -0.95858 3.15851
S 0.58561 -2.20176 2.23020
H 2.74200 0.20168 5.98407
H 3.14280 2.23236 4.42953
H 2.78147 1.74777 1.97671
C -2.41166 0.70937 -0.38281
P -1.48533 -0.06224 1.00270
C -2.43361 -1.48991 1.54496
C -1.46325 1.13281 2.39055
H -2.47978 0.05755 -1.21758
H -1.88461 1.57124 -0.78041
H -3.34384 1.16654 0.02698
H -3.35514 -1.02594 2.07327
H -2.01424 -2.07490 2.38327
H -2.83562 -2.15636 0.78669
H -2.40737 1.10131 2.86614
H -1.27408 2.08112 1.93372
H -0.66225 0.80152 3.04819
*
```

# 3
A structure of composition C32H31LiN2OP2. Source: the Open Molecules 2025 dataset; level of theory: wB97M-V/def2-TZVPD.

Its gap between HOMO and LUMO is 6.09 eV. The value obtained for the total energy is -2113.03349 a.u. For the strongest force on any atom, the calculation gives 4.59 eV Å⁻¹.

```
! wB97M-V def2-TZVPD RIJCOSX def2/J DEFGRID3
* xyz 0 1
Li -0.05065 1.25619 -0.54051
C 2.39906 0.25394 1.69596
P 2.39748 -0.32070 -0.07073
C 3.85629 0.51671 -0.68480
C 4.83555 -0.09399 -1.50887
C 5.88005 0.65715 -2.05079
C 5.97706 2.01361 -1.83258
C 4.97550 2.65400 -1.10885
C 3.92480 1.92765 -0.59275
C 2.98528 -1.98958 0.38246
C 2.09767 -3.05857 0.17737
C 2.49987 -4.36571 0.50277
C 3.77288 -4.62809 1.00469
C 4.66393 -3.58050 1.17628
C 4.26717 -2.27115 0.86372
C 0.96512 0.08073 2.13401
C 0.52701 -0.83260 3.19236
C -0.87131 -0.86545 3.13121
C -1.21257 0.08441 2.08490
C -2.60630 0.36665 1.59022
P -2.54131 -0.01126 -0.22008
C -4.00868 0.83989 -0.82454
C -3.82004 2.16974 -1.21163
C -4.86448 2.90925 -1.79226
C -6.08792 2.26431 -2.06126
C -6.26972 0.95308 -1.62939
C -5.25659 0.22788 -0.97894
C -3.00303 -1.74013 -0.29136
C -3.33724 -2.50555 0.87959
C -3.54681 -3.85815 0.76258
C -3.36431 -4.53007 -0.43994
C -3.06139 -3.79869 -1.57718
C -2.82374 -2.41404 -1.49057
N -0.10805 0.62731 1.47286
H 2.64044 1.32984 1.71960
H 3.02293 -0.39432 2.33105
H 4.80331 -1.18852 -1.68154
H 6.65329 0.15484 -2.59884
H 6.80219 2.60000 -2.24882
H 5.04278 3.73504 -0.90690
H 3.12717 2.46908 -0.06151
H 1.10301 -2.86741 -0.26511
H 1.79744 -5.19124 0.37372
H 4.05242 -5.63476 1.29558
H 5.66138 -3.74240 1.63799
H 4.94723 -1.43678 1.01783
H 1.15629 -1.39282 3.86849
H -1.52406 -1.46389 3.73734
H -2.79054 1.45190 1.67071
H -3.40120 -0.21311 2.07102
H -2.87809 2.67510 -1.01109
H -4.75429 3.97555 -1.97660
H -6.92232 2.79960 -2.56639
H -7.23769 0.47181 -1.78682
H -5.49821 -0.74304 -0.53421
H -3.42739 -2.01555 1.84509
H -3.80124 -4.41500 1.66675
H -3.50748 -5.60242 -0.53672
H -2.94407 -4.30185 -2.52964
H -2.47867 -1.92235 -2.40495
C 0.08224 5.35479 -1.12601
C 0.11913 4.11297 -0.34905
N 0.28326 4.14929 1.02888
O -0.10562 2.96746 -0.90143
H 0.79755 6.11752 -0.71470
H -0.93774 5.79178 -1.04415
H 0.28403 5.11031 -2.17644
H 0.49305 5.08838 1.46325
H 0.14890 3.23197 1.54965
*
```

# 4
A structure of composition C32H31MnN6O10. Source: the Open Molecules 2025 dataset; level of theory: wB97M-V/def2-TZVPD.

Its gap between HOMO and LUMO (alpha / beta) is 6.77 / 6.70 eV. The expectation value of S² is 3.96. The energy above the lowest of the compared OMol25 structures with the same formula, charge and spin is 0.00 kcal/mol. The value obtained for the total energy is -3469.54125 a.u. For the strongest force on any atom, the calculation gives 0.90 eV Å⁻¹.

```
! wB97M-V def2-TZVPD RIJCOSX def2/J DEFGRID3
* xyz 1 4
Mn 0.03858 -0.02876 -0.06662
C -2.12088 -1.49422 2.98116
C -0.65043 -1.43262 2.60581
C 0.24497 -1.80677 3.77263
O -0.29973 -0.09118 2.14716
C -0.36790 -2.35846 1.44291
O -0.53083 -3.53687 1.50467
O 0.13934 -1.78036 0.32542
H -2.29657 -0.94898 3.91114
H -2.40796 -2.53411 3.13148
H -2.74633 -1.08354 2.18543
H 0.02507 -1.17213 4.63319
H 1.29799 -1.69021 3.51138
H 0.05750 -2.84569 4.04315
H -0.84828 0.54862 2.61576
C 6.29757 2.43143 -0.65017
C 6.28714 1.29804 -1.64340
C 7.35325 1.08479 -2.51084
C 7.35014 0.04016 -3.42316
C 6.27417 -0.83353 -3.46795
C 5.20647 -0.65523 -2.60163
C 5.21070 0.41423 -1.71331
N 4.13786 0.61280 -0.78696
C 2.82640 0.40528 -1.01345
N 2.42777 0.45970 -2.29594
C 1.19234 0.04949 -2.82786
C 0.11961 -0.33681 -2.05374
C -1.02839 -0.87095 -2.62282
C -1.12638 -0.93472 -4.00158
C -0.08298 -0.46607 -4.78918
C 1.08756 0.01396 -4.22666
C 2.23878 0.46601 -5.08928
N 1.97728 0.23964 -0.01972
C 2.54808 0.13146 1.30677
C 2.44388 1.23625 2.14160
C 3.00649 1.20915 3.40588
C 3.68700 0.07194 3.81979
C 3.78404 -1.02513 2.97652
C 3.20988 -1.02888 1.70648
C 3.33110 -2.24517 0.82472
H 7.12322 3.11098 -0.85173
H 6.42234 2.06813 0.37546
H 5.36929 3.00550 -0.68532
H 8.19864 1.76236 -2.47216
H 8.19091 -0.09711 -4.09012
H 6.27142 -1.66769 -4.15770
H 4.38753 -1.36606 -2.59912
H 4.38745 0.81129 0.17035
H 3.16038 0.65214 -2.96095
H -1.81406 -1.28676 -2.01054
H -2.01428 -1.35558 -4.45473
H -0.16696 -0.49848 -5.86895
H 1.95081 0.44970 -6.13793
H 3.10920 -0.18892 -4.98230
H 2.55303 1.48768 -4.85561
H 1.92564 2.11864 1.78249
H 2.92452 2.06960 4.05681
H 4.13989 0.03777 4.80254
H 4.31037 -1.91256 3.30916
H 3.27312 -3.15320 1.42528
H 4.29576 -2.25947 0.30833
H 2.53928 -2.29132 0.07836
O -5.22661 4.61996 -2.49181
N -5.60411 3.50713 -2.19974
O -6.72773 3.07852 -2.32849
C -4.60161 2.58733 -1.62359
C -5.00177 1.32758 -1.19592
C -4.08193 0.46071 -0.67318
C -2.70780 0.79418 -0.53558
O -1.86478 -0.03479 -0.04317
C -2.38106 2.10243 -0.98349
C -3.30947 2.99057 -1.52834
N -1.04645 2.61510 -0.86022
O -0.12369 1.90495 -0.34758
O -0.78590 3.72856 -1.20591
N -4.59084 -0.88320 -0.28387
O -5.79054 -1.04588 -0.32642
O -3.77575 -1.74326 -0.03311
H -6.03443 1.02156 -1.28435
H -3.01284 3.97411 -1.86018
*
```

# 5
A structure of composition C32H31N2NaO2S3SbSi. Source: the Open Molecules 2025 dataset; level of theory: wB97M-V/def2-TZVPD.

Its gap between HOMO and LUMO (alpha / beta) is 4.42 / 5.07 eV. The expectation value of S² is 0.76. The value obtained for the total energy is -3384.83484 a.u. For the strongest force on any atom, the calculation gives 0.42 eV Å⁻¹.

```
! wB97M-V def2-TZVPD RIJCOSX def2/J DEFGRID3
* xyz -2 2
Na 0.72628 -1.24373 0.86910
C 4.28803 -2.23447 3.85844
C 4.10455 -1.43244 4.97051
C 3.04715 -0.53532 4.99082
C 2.21496 -0.46837 3.87538
N 2.42038 -1.21379 2.79193
C 3.41854 -2.08776 2.78520
C 0.99483 0.41412 3.83427
C 0.70758 1.34187 4.83662
C -0.45519 2.08822 4.73523
C -1.29031 1.89295 3.64688
C -0.91722 0.95634 2.69318
N 0.19208 0.23714 2.78811
H 5.06527 -2.98532 3.81573
H 4.75992 -1.51736 5.82990
H 2.86747 0.07143 5.86686
H 3.49233 -2.72836 1.91416
H 1.37417 1.48616 5.67466
H -0.70072 2.81757 5.49866
H -2.20360 2.45930 3.51979
H -1.50499 0.78284 1.80034
S 2.96984 -5.26932 1.67395
Sb 0.73147 -4.80069 1.19675
S -0.21464 -3.31141 2.73931
S 0.44955 -3.76582 -0.87376
C 3.90901 0.10874 -2.00875
C 4.60244 -1.22197 -1.72067
C 3.45565 -2.01954 -1.12415
O 2.74045 -1.07293 -0.32812
C 2.98207 0.25547 -0.80195
H 3.32158 0.03460 -2.92726
H 4.59404 0.95199 -2.11416
H 5.39952 -1.08933 -0.98329
H 5.02721 -1.69348 -2.60814
H 3.73703 -2.85773 -0.48487
H 2.79101 -2.42090 -1.89631
H 3.46417 0.81979 0.00602
H 2.01778 0.71676 -1.02412
O -0.21835 0.34329 -0.33177
Si -1.47414 0.59238 -1.23746
C -1.00731 0.64870 -3.07923
C -1.61766 1.43888 -4.05247
C -1.21885 1.39025 -5.38436
C -0.19436 0.53731 -5.76793
C 0.42507 -0.26229 -4.81535
C 0.02314 -0.20293 -3.48878
C -2.33623 2.26647 -0.88163
C -3.52366 2.37807 -0.15902
C -4.06281 3.61454 0.17947
C -3.42205 4.78213 -0.20655
C -2.23694 4.70002 -0.92738
C -1.70810 3.45906 -1.25258
C -2.84468 -0.69360 -1.03846
C -2.71421 -1.72821 -0.11637
C -3.72235 -2.67153 0.05824
C -4.88491 -2.59281 -0.69139
C -5.03501 -1.57214 -1.62525
C -4.02193 -0.64007 -1.79231
H -2.41654 2.11569 -3.76480
H -1.70883 2.01982 -6.11984
H 0.11824 0.49182 -6.80558
H 1.21947 -0.94051 -5.10613
H 0.50685 -0.83284 -2.74847
H -4.04336 1.47603 0.14726
H -4.98679 3.66201 0.74569
H -3.83954 5.74894 0.05216
H -1.72095 5.60383 -1.23315
H -0.77537 3.41461 -1.80619
H -1.81420 -1.84710 0.47449
H -3.56832 -3.46915 0.77510
H -5.66914 -3.33075 -0.55958
H -5.93752 -1.51188 -2.22478
H -4.14841 0.14671 -2.53186
*
```

# 6
A structure of composition C32H31N6O8S2Ti. Source: the Open Molecules 2025 dataset; level of theory: wB97M-V/def2-TZVPD.

Its gap between HOMO and LUMO is 7.84 eV. The energy above the lowest of the compared OMol25 structures with the same formula, charge and spin is 4.06 kcal/mol. The value obtained for the total energy is -3814.23228 a.u. For the strongest force on any atom, the calculation gives 0.15 eV Å⁻¹.

```
! wB97M-V def2-TZVPD RIJCOSX def2/J DEFGRID3
* xyz 1 1
Ti -1.25170 -0.52267 0.91537
C 2.13969 0.71546 -0.97942
C 0.68593 0.31591 -0.94924
O 0.29140 0.19047 0.38117
C 0.31504 -0.88223 -1.82260
C 0.87962 -0.95589 -3.09674
C 0.56893 -1.97917 -3.97204
C -0.32662 -2.96631 -3.58585
C -0.91535 -2.91097 -2.33770
C -0.60721 -1.87607 -1.46256
O -1.24819 -1.88239 -0.25347
H 2.27453 1.57653 -0.32755
H 2.46267 0.97605 -1.98298
H 2.73485 -0.11689 -0.60796
H 1.56236 -0.18298 -3.42057
H 1.02151 -2.00169 -4.95358
H -0.57257 -3.77649 -4.25911
H -1.62578 -3.65939 -2.01333
C 5.39079 -0.72082 4.38873
C 5.07615 -2.17585 4.08014
S 3.34929 -2.48249 3.82010
O 2.85175 -1.55743 2.82646
O 3.15373 -3.89642 3.63054
C 2.55928 -2.04442 5.37110
C 1.19583 -2.72861 5.48843
N 0.41387 -2.68182 4.24456
C -0.02128 -1.56041 3.64454
N -0.52344 -1.84004 2.44188
C -0.38551 -3.19417 2.24882
C 0.19063 -3.71450 3.35023
N 0.43775 -5.11509 3.58962
O 0.60580 -5.48057 4.73642
O 0.41709 -5.82453 2.61166
C 0.11389 -0.19928 4.21619
H 6.47006 -0.58734 4.43878
H 4.97825 -0.41165 5.34946
H 4.99927 -0.06783 3.61058
H 5.39469 -2.86571 4.86218
H 5.52391 -2.50507 3.13982
H 2.49750 -0.95827 5.40313
H 3.19114 -2.38928 6.19016
H 0.61364 -2.26063 6.28088
H 1.31861 -3.77587 5.73400
H -0.71559 -3.69717 1.35839
H 0.12242 -0.22278 5.30433
H -0.72052 0.41851 3.89190
H 1.04323 0.25057 3.85969
O -4.31609 0.29779 -0.42290
C -3.43022 0.85466 -1.00585
N -3.48168 1.71759 -2.05381
C -2.17429 2.19850 -2.47294
C -1.33860 1.42123 -1.47370
O -0.04244 1.48754 -1.51161
N -2.03250 0.66871 -0.68940
C -1.75292 1.66652 -3.84936
C -0.62926 2.19782 -4.47711
C -0.19718 1.67752 -5.68627
C -0.87789 0.61871 -6.27384
C -1.98658 0.07848 -5.64265
C -2.42179 0.59672 -4.42983
C -2.06610 3.70688 -2.31651
C -2.48416 4.53312 -3.35356
C -2.49084 5.90948 -3.18662
C -2.07493 6.46787 -1.98662
C -1.65820 5.64663 -0.94959
C -1.65796 4.26939 -1.11219
H -4.34614 2.14484 -2.34229
H -0.09856 3.02636 -4.02512
H 0.66766 2.10592 -6.17586
H -0.54526 0.22050 -7.22345
H -2.52136 -0.74727 -6.09308
H -3.28962 0.16951 -3.94498
H -2.79858 4.10136 -4.29586
H -2.81921 6.54630 -3.99704
H -2.07638 7.54206 -1.85965
H -1.33534 6.07681 -0.01106
H -1.33895 3.64106 -0.28766
S -4.56020 1.87659 3.10045
C -3.35019 1.06143 2.53880
N -2.40559 0.44705 2.12664
*
```